# 1
Density functional theory data (ωB97M-V/def2-TZVPD) for a structure of composition C40H35CoN9O4Se.

Computed properties:
Total charge: +1
Lowest unoccupied orbital energy (spin up / spin down) (eV): -3.73 / -4.65
Multiplicity: 5
Strongest force on any atom (eV Å⁻¹): 0.4
HOMO energy (spin up / spin down) (eV): -9.2 / -10.4
Energy above the lowest of the compared OMol25 structures with the same formula, charge and spin (kJ/mol): 190.3
Kohn-Sham gap (spin up / spin down) (eV): 5.421 / 5.719

Structure (XYZ):
```
90
Properties=species:S:1:pos:R:3:forces:R:3
Co -0.156749 0.088643 -0.250233 -0.128 0.087 0.150
C -1.267040 -0.193066 -4.366642 -0.007 -0.024 -0.011
O -0.056634 0.357294 -4.875212 -0.027 0.093 0.037
C 1.075559 0.471900 -4.136926 0.084 -0.052 -0.083
C 2.213183 0.765447 -4.879826 -0.042 -0.021 0.026
C 3.456710 0.927853 -4.289086 0.025 0.003 0.061
C 3.574574 0.803395 -2.921259 0.001 -0.007 -0.086
C 2.446602 0.521457 -2.144702 -0.004 0.008 0.039
C 2.623101 0.509191 -0.709386 0.012 -0.003 -0.027
N 1.670378 0.380176 0.130571 -0.039 -0.016 0.033
N 1.953590 0.478523 1.487982 -0.005 0.000 0.000
C 0.858086 0.336079 2.163843 -0.031 0.049 -0.024
O -0.301566 0.058352 1.604615 -0.007 -0.091 0.246
C 0.870356 0.516835 3.630942 0.003 -0.028 0.002
C -0.290185 0.280780 4.364659 0.055 -0.013 -0.016
C -0.299413 0.474791 5.735989 -0.008 0.012 0.007
C 0.849247 0.915451 6.379502 -0.012 -0.028 0.012
C 2.003901 1.164272 5.650197 0.022 -0.038 -0.010
C 2.018316 0.964849 4.280055 0.014 -0.023 0.005
C 1.176127 0.345326 -2.736152 -0.016 -0.071 0.086
O 0.078111 0.055767 -2.034529 -0.025 0.134 -0.327
H -1.928329 -0.245326 -5.228221 0.000 -0.015 0.006
H -1.710138 0.430377 -3.593764 0.000 -0.009 -0.019
H -1.107434 -1.197190 -3.968734 -0.010 -0.001 0.005
H 2.088198 0.859548 -5.950397 0.005 -0.005 -0.012
H 4.320505 1.151539 -4.898443 0.006 -0.003 -0.009
H 4.533419 0.928509 -2.435448 0.007 0.014 0.018
H 3.620170 0.664950 -0.305182 -0.008 0.007 0.009
H -1.184137 -0.037071 3.846078 -0.001 -0.014 0.013
H -1.204426 0.299445 6.302289 -0.004 -0.014 0.009
H 0.842192 1.070427 7.450226 -0.005 0.017 0.009
H 2.897010 1.513620 6.150194 0.009 0.006 0.006
H 2.910678 1.158368 3.702450 0.023 -0.019 -0.003
C -2.969831 -3.235171 -1.625183 0.001 -0.030 -0.049
N -2.931610 -2.952487 -0.201078 -0.098 0.026 0.014
C -2.813313 -1.742004 0.363255 0.024 0.020 0.121
Se -2.636309 -0.084892 -0.469798 0.196 -0.044 -0.256
N -2.864985 -1.901750 1.695080 -0.015 -0.009 0.007
C -3.021661 -3.241306 2.014959 0.069 -0.004 -0.017
C -3.130405 -3.909422 3.225602 0.032 -0.034 -0.007
C -3.271951 -5.283459 3.161603 0.030 -0.001 0.002
C -3.297349 -5.964415 1.936672 0.022 0.002 -0.004
C -3.192085 -5.294214 0.731897 -0.031 0.015 0.005
C -3.061121 -3.914185 0.798362 0.071 -0.026 0.010
H -3.040128 -2.291138 -2.158776 0.017 -0.007 0.000
H -3.841797 -3.848913 -1.843818 -0.021 0.016 -0.008
H -2.063119 -3.760392 -1.923314 -0.067 0.006 0.015
H -2.762920 -1.123956 2.327587 0.034 0.000 -0.034
H -3.111771 -3.382745 4.169546 0.004 0.002 0.017
H -3.370399 -5.847564 4.078781 0.004 -0.007 0.005
H -3.405236 -7.040100 1.934790 -0.015 -0.010 0.005
H -3.216343 -5.819983 -0.212216 0.005 -0.009 -0.016
N 0.224673 7.349816 -0.030809 0.003 0.028 -0.028
C -0.705373 6.538526 0.524247 0.006 -0.011 -0.002
O -1.608753 6.946185 1.221123 -0.026 0.003 0.005
C -0.579342 5.059031 0.234279 -0.001 -0.010 0.010
C -1.351258 4.198857 1.001162 0.024 -0.006 -0.019
C -1.264081 2.838452 0.777609 0.034 0.044 0.044
N -0.469304 2.310963 -0.157746 0.054 -0.043 0.085
C 0.261132 3.137652 -0.906373 -0.038 0.001 -0.080
C 0.236203 4.511630 -0.746570 -0.027 0.000 -0.003
H 0.168077 8.332912 0.177077 0.002 -0.017 0.003
H 1.032722 7.007104 -0.514288 0.008 -0.005 0.017
H -2.005469 4.604246 1.759171 -0.007 0.004 0.007
H -1.838973 2.133932 1.363075 0.006 -0.013 0.002
H 0.882274 2.685615 -1.669887 0.000 -0.013 0.019
H 0.838326 5.118642 -1.407871 0.007 0.010 -0.005
C 0.563170 -4.181202 -1.448743 0.059 -0.028 0.083
C 0.403387 -2.803574 -1.359809 -0.038 -0.046 0.044
N 0.236307 -2.172823 -0.182471 -0.040 0.043 -0.196
C 0.295766 -2.878639 0.930574 0.182 0.077 0.133
C 0.478477 -4.287123 0.958944 -0.363 -0.007 0.090
C 0.570629 -4.932975 -0.296471 -0.048 0.014 -0.072
C 0.512374 -5.020060 2.147545 0.092 0.038 0.070
C 0.811113 -4.504881 3.498836 -0.231 -0.015 -0.133
C 1.799828 -3.562570 3.799465 0.342 -0.056 0.005
C 2.062596 -3.187165 5.137969 -0.061 -0.053 -0.063
C 3.141656 -2.365461 5.367596 0.049 0.082 -0.005
N 3.917645 -1.907289 4.382771 -0.067 0.063 0.020
C 3.556745 -2.262294 3.144275 0.032 0.092 -0.016
N 2.563541 -3.047233 2.789888 -0.154 -0.110 0.047
H 0.686272 -4.642405 -2.418934 -0.005 -0.009 -0.012
H 0.379441 -2.181859 -2.241348 -0.009 0.043 -0.020
H 0.178294 -2.328458 1.854562 -0.027 -0.005 0.016
H 0.696421 -6.007697 -0.332265 -0.013 -0.012 -0.008
H 0.339714 -6.087861 2.072571 0.329 -0.083 -0.027
H 0.344907 -5.009751 4.335948 -0.241 0.175 0.001
H 1.446848 -3.553657 5.947491 0.011 -0.015 0.021
H 3.410267 -2.064490 6.373435 -0.006 -0.004 0.014
H 4.161518 -1.858013 2.340269 0.012 0.004 -0.009
```
Positions in Å, forces in eV/Å.

Mulliken population analysis, charges in e, atoms 1 to 4:
1 Co 0.029
2 C -0.481
3 O -0.524
4 C 0.135

# 2
Density functional theory data (ωB97M-V/def2-TZVPD) for a cluster of 6 separate species, C5H22N2O6 in total.

Computed properties:
Lowest unoccupied orbital energy (eV): 0.32
Strongest force on any atom (eV Å⁻¹): 1.6
HOMO energy (eV): -8.9
Energy above the lowest of the compared OMol25 structures with the same formula, charge and spin (kJ/mol): 277.8
Kohn-Sham gap (eV): 9.237

Structure (XYZ):
```
35
Properties=species:S:1:pos:R:3:forces:R:3
N -0.694027 -2.827275 -1.655030 -0.045 -0.659 -0.024
C -1.315921 -1.705849 -0.999078 0.873 0.060 -0.178
N -1.166575 -0.399218 -1.646750 -0.250 0.085 -0.377
C 0.056235 0.341759 -1.313879 -1.044 0.770 0.515
C -0.299515 1.773427 -0.815417 0.252 -0.816 0.167
C 0.839542 2.297843 0.097455 -0.028 -0.355 -0.412
C 0.382184 2.232642 1.517004 0.149 0.176 0.933
O 0.769182 1.410283 2.325595 0.240 0.237 -0.628
H -1.213864 -3.225559 -2.423631 -0.083 0.184 0.046
H 0.274100 -2.740109 -1.924083 0.000 0.265 0.114
H -0.861454 -1.581628 -0.015236 -0.060 -0.105 0.148
H -2.354257 -1.969953 -0.835804 -0.274 0.200 -0.162
H -1.291866 -0.495091 -2.646177 -0.015 0.000 -0.016
H 0.748450 0.529339 -2.134356 0.123 -0.737 -0.137
H 0.524467 -0.214925 -0.508502 0.490 0.069 0.017
H -1.210977 1.702895 -0.227381 -0.292 0.091 -0.111
H -0.493947 2.354633 -1.714830 -0.002 0.439 0.283
H 1.663442 1.594440 0.019434 0.304 0.196 -0.144
H 1.206278 3.284453 -0.184822 -0.204 0.128 0.181
H -0.349662 2.963796 1.899329 -0.150 0.131 -0.426
O 3.081655 -1.131372 -2.425516 0.050 0.111 0.223
H 3.536678 -0.534967 -1.811633 -0.131 -0.134 -0.108
H 2.392646 -1.509694 -1.867477 0.078 0.073 -0.045
O 1.131968 -1.276748 2.474359 -0.377 0.260 0.683
H 0.474632 -0.562078 2.459865 0.195 -0.170 -0.304
H 1.722457 -0.890450 3.138651 0.113 -0.400 -0.057
O -1.925747 0.291886 2.423610 -0.347 -1.221 0.914
H -1.461738 -0.548334 2.577782 0.406 0.234 -0.657
H -2.599676 0.097303 3.097260 -0.322 0.859 -0.290
O -3.931733 0.365212 -0.954447 -0.380 -0.062 -0.419
H -4.046252 0.604192 -0.033760 0.357 -0.002 0.092
H -2.983864 0.273971 -1.158968 0.091 0.077 0.351
O 2.887258 -0.325818 0.594727 0.524 0.242 -0.572
H 2.900387 -1.256178 0.837698 -0.235 0.118 0.231
H 2.258612 0.103506 1.187967 -0.002 -0.343 0.166
```
Positions in Å, forces in eV/Å.

Mulliken population analysis, charges in e, atoms 1 to 4:
1 N -0.556
2 C -0.271
3 N -0.235
4 C -0.353